1.
{
  "formula": "H9O4",
  "method": "wB97M-V/def2-TZVPD",
  "multiplicity": 2,
  "gap_ev": [11.74, 4.08],
  "e_homo_ha": [-0.7524, -0.7523],
  "total_charge": 2,
  "s_squared": 0.755,
  "elements": ["O", "H", "H", "O", "H", "H", "O", "H", "H", "O", "H", "H", "H"],
  "positions_angstrom": [[-0.202817, -1.858217, -2.315833], [-2.414157, -0.380607, 0.366912], [0.190519, -1.147018, -2.903341], [-1.645844, -0.033800, -0.117314], [-0.186254, -0.085914, 0.524507], [-1.698131, -0.267403, -1.047498], [1.406008, 1.865839, 1.755168], [1.276259, 1.866332, 2.713913], [1.107642, 2.723401, 1.447488], [0.806776, -0.193680, 0.424777], [1.007129, -0.802006, 1.170029], [1.205693, 0.699458, 0.852542], [-0.852827, -2.386384, -2.871351]],
  "forces_ev_per_a": [[-0.13, 0.05, -0.25], [-0.16, 0.03, -0.28], [0.09, -0.17, -0.05], [0.17, -0.17, 0.40], [-0.27, 0.13, -0.76], [-0.65, 0.21, -0.07], [-0.06, -0.52, -0.20], [0.15, -0.07, 0.02], [0.03, 0.47, -0.16], [0.52, 0.08, 1.59], [0.38, -0.42, -0.44], [-0.20, 0.47, 0.18], [0.14, -0.09, 0.03]],
  "mulliken_spin": [0.92, 0.00, -0.02, 0.13, 0.00, -0.01, 0.00, 0.00, 0.00, 0.00, 0.00, 0.00, -0.02]
}


2.
{
  "formula": "C3H6N2O3",
  "method": "wB97M-V/def2-TZVPD",
  "smiles": "[H]/N=C(\\N)OC(=O)OC",
  "gap_ev": 10.07,
  "e_homo_ha": -0.3493,
  "elements": ["C", "C", "C", "H", "H", "H", "H", "H", "H", "N", "N", "O", "O", "O"],
  "positions_angstrom": [[-3.070003, 0.132064, -0.072959], [-0.665461, -0.012429, 0.100304], [1.829033, 0.155377, -0.062349], [-3.152674, -0.843480, 0.440594], [-2.794552, 0.626935, 0.900646], [-3.844528, 0.767403, -0.783201], [3.432128, -0.900819, 0.169322], [2.244168, -1.511492, -1.187994], [3.293827, 1.358452, 0.607303], [2.382117, -1.010527, -0.315473], [2.289103, 1.401420, 0.302022], [-1.744809, 0.289680, -0.769078], [-0.741183, -0.519573, 1.224832], [0.542839, 0.066993, -0.553974]],
  "forces_ev_per_a": [[1.45, 2.68, 0.66], [-0.23, -2.00, 1.02], [-0.60, 6.19, 0.45], [-0.74, -0.30, -1.75], [-1.23, 0.66, -0.92], [1.88, -2.41, 2.19], [-3.39, -1.28, -2.47], [0.03, 0.26, 0.42], [-1.13, -0.22, -0.61], [6.13, -0.82, 3.01], [-1.08, -5.07, -0.25], [1.86, -1.01, 1.95], [-0.44, 1.93, -2.71], [-2.51, 1.39, -0.98]],
  "mulliken_charge": [-0.61, 0.64, 0.55, 0.31, 0.28, 0.24, 0.28, 0.24, 0.22, -0.41, -0.62, -0.28, -0.54, -0.30]
}


3.
{
  "formula": "C36H57N9O12",
  "method": "wB97M-V/def2-TZVPD",
  "smiles": "O=[N+]([O-])c1ccccc1.O=[N+]([O-])c1ccccc1.O=[N+]([O-])c1ccccc1.CN(C)C=O.CN(C)C=O.CN(C)C=O.CN(C)C=O.CN(C)C=O.CN(C)C=O",
  "gap_ev": 7.94,
  "e_homo_ha": -0.3372,
  "elements": ["C", "C", "C", "C", "C", "C", "N", "O", "O", "H", "H", "H", "H", "H", "C", "C", "C", "C", "C", "C", "N", "O", "O", "H", "H", "H", "H", "H", "C", "C", "C", "C", "C", "C", "N", "O", "O", "H", "H", "H", "H", "H", "C", "O", "N", "C", "C", "H", "H", "H", "H", "H", "H", "H", "C", "O", "N", "C", "C", "H", "H", "H", "H", "H", "H", "H", "C", "O", "N", "C", "C", "H", "H", "H", "H", "H", "H", "H", "C", "O", "N", "C", "C", "H", "H", "H", "H", "H", "H", "H", "C", "O", "N", "C", "C", "H", "H", "H", "H", "H", "H", "H", "C", "O", "N", "C", "C", "H", "H", "H", "H", "H", "H", "H"],
  "positions_angstrom": [[3.273911, 5.757236, 6.604355], [3.651898, 6.713848, 5.434356], [2.934837, 6.456448, 4.191311], [1.834282, 5.329064, 4.005888], [1.478481, 4.350298, 5.082945], [2.314679, 4.661129, 6.548793], [1.377757, 5.192971, 2.624590], [1.747679, 5.816245, 1.659654], [0.597200, 4.221961, 2.492997], [3.927813, 5.495194, 7.453434], [4.362643, 7.453102, 5.670989], [3.206740, 6.912687, 3.157836], [0.657321, 3.702469, 5.103939], [2.242138, 4.013525, 7.342194], [-2.248952, -4.409320, 2.835659], [-2.114661, -5.273292, 1.496717], [-2.741659, -6.624462, 1.743168], [-3.508565, -7.041623, 2.934285], [-3.583045, -6.016892, 4.094699], [-2.852102, -4.774556, 3.973663], [-4.264101, -8.361289, 3.076469], [-4.009957, -9.225688, 2.235472], [-5.135417, -8.388554, 3.967547], [-1.809825, -3.364150, 2.846093], [-1.603790, -5.131393, 0.569034], [-2.684855, -7.317653, 0.833332], [-4.207214, -6.209866, 4.985305], [-2.928193, -4.124215, 4.803119], [0.602474, 1.545886, -1.734471], [-0.046221, 0.239918, -1.733249], [-0.186440, -0.517569, -0.301670], [0.597371, 0.095360, 0.834637], [1.005680, 1.493777, 0.826656], [0.959077, 2.188892, -0.550920], [0.734556, -0.700508, 2.205237], [1.563421, -0.247473, 2.994063], [0.235472, -1.828356, 2.271502], [0.744919, 2.063280, -2.619883], [-0.500540, -0.277840, -2.547583], [-0.426177, -1.487835, -0.130331], [1.403514, 2.088526, 1.697662], [1.003635, 3.239596, -0.636571], [1.437031, 3.053608, -6.842980], [2.123195, 4.095001, -6.965348], [1.750428, 2.022441, -5.973127], [0.862821, 0.934901, -5.852693], [3.118567, 2.051445, -5.376253], [0.490961, 2.923531, -7.123310], [-0.230606, 1.323047, -5.699218], [1.035262, 0.491844, -4.957221], [0.995446, 0.149323, -6.681931], [2.983240, 2.543629, -4.237411], [3.741092, 2.723491, -5.955528], [3.365950, 1.188781, -5.187751], [0.485663, 6.512183, -1.599800], [-0.668502, 6.878218, -1.908195], [1.242371, 5.744262, -2.397735], [2.690809, 5.466981, -1.995966], [0.761018, 5.323058, -3.699602], [1.094190, 7.003197, -0.692573], [2.694559, 5.359179, -0.914640], [3.334660, 6.253584, -2.057501], [3.089246, 4.631628, -2.512448], [1.315113, 6.102881, -4.356924], [-0.283889, 5.159171, -3.854118], [1.011533, 4.342999, -3.939467], [-1.706776, 1.828379, 3.620049], [-1.346428, 2.076605, 4.784490], [-2.341439, 0.790494, 3.227282], [-2.914946, 0.434016, 1.897931], [-2.593998, -0.324158, 4.237811], [-1.594382, 2.573154, 2.772102], [-2.617533, -0.510597, 1.687410], [-2.418499, 1.199684, 1.268020], [-3.905176, 0.912743, 1.774625], [-2.479694, -0.132137, 5.309501], [-1.843746, -1.034980, 3.765328], [-3.564549, -0.712811, 4.050651], [-5.274314, 0.083767, -3.386272], [-6.503439, -0.069990, -3.423298], [-4.461359, -0.774661, -4.031552], [-3.009277, -0.409340, -4.134890], [-4.993462, -2.087139, -4.485029], [-4.687991, 0.859481, -3.072215], [-2.977473, 0.357014, -4.765388], [-2.268226, -1.112570, -4.230848], [-2.764492, -0.158454, -3.026460], [-4.325610, -2.890442, -3.979744], [-4.974585, -2.250436, -5.449820], [-6.045568, -2.553744, -4.080635], [0.067574, -2.966305, -4.652001], [0.631497, -2.193277, -3.762314], [-0.678965, -3.992016, -4.373220], [-1.113201, -5.028545, -5.357809], [-1.226177, -4.201538, -3.057561], [0.033766, -2.575076, -5.623523], [-0.947405, -5.879976, -5.033973], [-0.566172, -4.867378, -6.328936], [-2.145848, -5.186928, -5.501867], [-0.688135, -4.752877, -2.445421], [-2.266436, -4.452320, -2.959915], [-1.318497, -3.292059, -2.502365], [5.558758, -4.125156, 3.659485], [6.272721, -4.931798, 4.337546], [4.767151, -3.234998, 4.328250], [3.768131, -2.270604, 3.646607], [4.926731, -3.044166, 5.793144], [5.258022, -4.318287, 2.499143], [3.232588, -2.709464, 2.799341], [4.210023, -1.303761, 3.459815], [3.012935, -1.976591, 4.435369], [4.132942, -3.683193, 6.421278], [4.802245, -1.887693, 6.215133], [5.842769, -3.207140, 6.113563]],
  "forces_ev_per_a": [[-1.14, -2.49, -2.37], [-4.63, -4.75, -0.28], [-0.05, -1.39, 0.54], [2.95, 0.58, 4.18], [4.42, 6.09, 1.57], [0.21, 3.89, -7.25], [-1.90, -3.36, -0.02], [0.66, 1.01, 0.67], [0.59, 1.15, 0.13], [-0.09, 1.48, -0.20], [0.76, 0.78, -0.43], [-0.51, -0.40, 2.27], [-0.93, -1.21, -0.45], [-0.43, -1.50, 1.54], [2.60, 0.71, -5.71], [-3.45, -2.62, 7.31], [0.09, 1.02, -1.08], [1.15, 4.33, 1.91], [0.74, -2.07, -3.27], [-2.44, -3.58, 0.22], [-0.36, 1.17, -0.41], [-0.53, 0.95, 1.54], [1.86, -0.44, -1.75], [-0.35, -1.44, -0.33], [0.24, 0.64, -0.05], [-0.21, 0.74, 1.70], [0.56, -0.13, -0.71], [0.15, 0.74, 0.62], [-1.81, -3.60, 2.35], [0.85, -0.36, 6.09], [4.73, 6.75, -1.74], [-1.99, 1.46, -1.31], [-0.31, -0.21, -3.36], [-0.65, -3.12, 3.34], [1.70, -0.09, -1.63], [-1.67, -0.42, -0.77], [0.02, 1.60, 0.09], [-0.05, 0.90, -1.74], [0.17, -0.04, -0.57], [-1.20, -2.78, -0.14], [-0.68, -1.07, -1.01], [0.87, 1.10, 0.42], [5.15, 2.02, 3.53], [-1.42, -2.48, -0.33], [1.98, 2.45, -1.52], [-2.30, 0.09, -2.25], [-5.14, 9.79, 1.49], [-4.10, -0.14, -2.20], [1.75, -0.78, -0.94], [0.70, -1.80, 2.71], [-0.59, 1.08, 1.08], [0.53, -0.92, -2.81], [0.17, -0.35, -0.01], [3.26, -9.01, 1.37], [-1.04, 2.55, 0.13], [2.08, -0.90, 1.08], [1.32, -1.21, 1.36], [-3.49, -0.72, 1.05], [1.81, 2.62, -0.78], [-1.34, -1.31, -1.51], [-0.21, -0.87, 0.16], [1.54, 2.65, -1.25], [0.11, -0.88, -0.36], [-1.63, -1.72, -0.04], [-1.00, 1.50, 0.47], [1.84, -1.80, -0.32], [1.30, 3.98, 0.69], [-0.06, -0.34, -1.30], [-3.00, -4.37, 1.11], [0.80, 6.79, 1.22], [1.98, -0.13, -2.20], [0.33, -0.37, 0.70], [0.04, -2.92, -1.06], [0.46, -0.92, -0.44], [-0.30, -1.73, 0.46], [0.45, 0.43, -0.65], [-0.84, -0.07, 1.63], [-0.95, -0.29, -0.16], [-3.22, -2.94, -2.73], [1.65, 0.88, 1.07], [0.17, -2.18, -0.60], [-2.85, -1.09, 5.99], [-0.28, -2.15, 7.03], [0.85, 2.83, 1.70], [0.91, 3.25, -2.50], [1.04, -2.43, -1.24], [-0.16, 0.62, -1.84], [-0.54, 1.14, -1.01], [0.18, -0.38, -5.08], [2.28, 2.42, -0.78], [2.21, 4.53, 4.26], [-2.04, -2.80, -2.79], [-2.56, -2.88, -0.20], [0.49, 8.10, -3.60], [-2.01, 3.17, -0.99], [0.47, -0.20, -2.06], [2.96, -8.06, 3.37], [-0.75, -0.18, 0.97], [-1.76, 1.35, -0.38], [2.76, -3.21, 2.52], [-0.56, -1.02, -1.14], [0.68, 1.28, -0.02], [-0.39, -3.10, 1.56], [-1.34, 2.43, -2.74], [-0.95, 2.07, -0.62], [0.06, -0.80, 2.42], [-5.86, 2.32, 0.44], [1.00, 0.85, 2.46], [0.45, 0.04, 0.15], [0.54, 0.06, -0.66], [0.60, -0.86, -0.86], [1.79, 1.28, -1.50], [-0.23, -2.67, -1.78], [4.34, -1.62, 1.15]],
  "mulliken_charge": [-0.41, -0.54, -0.24, 0.32, -0.50, -0.51, 0.88, -0.55, -0.53, 0.28, 0.44, 0.24, 0.64, 0.48, 0.05, -0.61, -0.22, -0.06, -0.31, -0.40, 0.88, -0.54, -0.53, 0.13, 0.52, 0.28, 0.38, 0.44, -0.89, -0.50, -1.40, -0.01, -0.21, -0.34, 1.04, -0.55, -0.57, 0.74, 0.50, 0.91, 0.48, 0.69, -0.08, -0.59, 0.17, -0.86, -1.05, 0.50, 0.29, 0.35, 0.26, 0.08, 0.35, 0.61, 0.27, -0.63, 0.23, -0.89, -0.74, 0.12, 0.26, 0.45, 0.21, 0.34, 0.32, 0.08, 0.38, -0.72, 0.12, -0.96, -0.80, 0.20, 0.41, 0.26, 0.33, 0.28, 0.15, 0.36, -0.01, -0.61, 0.04, -0.97, -0.72, 0.49, 0.55, 0.20, 0.31, 0.06, 0.44, 0.26, 0.03, -0.64, 0.22, -1.17, -1.39, 0.41, 0.54, 0.30, 0.40, 0.62, 0.47, 0.22, 0.21, -0.60, 0.17, -0.99, -0.97, 0.21, 0.33, 0.37, 0.31, 0.25, 0.26, 0.46]
}


Relative energy (zero: lowest compared OMol25 entry of this formula, charge and spin) per entry: 29.7 89.7 426.5 kcal per mole